C5H5NO in the gas phase, computed with wB97M-V/def2-TZVPD.

XYZ file:
```
12
Properties=species:S:1:pos:R:3:mulliken_charge:R:1
C -1.995 -1.083 0.142 -0.1286
C -1.571 0.091 -0.244 -0.2184
C -0.747 1.211 -0.168 0.5221
O -1.033 2.367 0.062 -0.4846
N 0.732 0.894 -0.159 -0.2457
C 1.113 -0.327 -0.784 -0.2858
C 1.278 -0.040 0.778 -0.3845
H -2.833 -1.912 0.333 0.3146
H 0.092 -0.792 -1.270 0.2207
H 2.086 -0.117 -1.320 0.2167
H 2.194 0.417 1.142 0.2640
H 0.683 -0.709 1.488 0.2095
```

Summary:
HOMO-LUMO gap, eV: 9.038
Relative energy (zero: lowest compared OMol25 entry of this formula, charge and spin), kcal per mole: 129.3
Lowest unoccupied orbital energy, eV: -0.472
SMILES string: C#CC(=O)N1CC1

***

A molecular structure, C5H5NO, computed with wB97M-V/def2-TZVPD.

XYZ file:
```
12
Properties=species:S:1:pos:R:3:mulliken_charge:R:1
O -2.342 -0.786 -0.089 -0.5520
C -1.133 -0.271 0.064 0.6198
C -0.479 1.016 -0.272 -0.8776
C 0.822 0.120 -0.321 0.3705
C -0.023 -1.047 0.154 -0.9564
C 1.873 0.510 0.614 0.0390
N 2.671 0.791 1.397 -0.4218
H -0.791 1.499 -1.200 0.2735
H -0.460 1.739 0.549 0.3139
H 1.224 0.024 -1.338 0.3436
H 0.262 -1.889 0.782 0.4216
H -1.697 -1.644 -0.234 0.4259
```

Summary:
HOMO-LUMO gap, eV: 9.865
Relative energy (zero: lowest compared OMol25 entry of this formula, charge and spin), kcal per mole: 76.2
Lowest unoccupied orbital energy, eV: 0.503

***

A molecular structure, C5H5NO, computed with wB97M-V/def2-TZVPD.

XYZ file:
```
12
Properties=species:S:1:pos:R:3:mulliken_charge:R:1
N 2.222 0.312 -0.948 -0.7313
C 1.105 -0.069 -0.484 0.5718
C 0.614 -0.736 0.754 -0.0076
O 0.022 0.044 1.746 -0.3818
C -0.920 -0.324 0.768 0.0423
C -1.141 0.736 -0.292 -0.5158
C -0.241 -0.251 -0.935 -0.5140
H 0.890 -1.761 0.990 0.3529
H -1.686 -1.053 1.016 0.4026
H -2.134 0.780 -0.729 0.2669
H -0.752 1.710 0.022 0.2539
H 2.022 0.613 -1.907 0.2599
```

Summary:
HOMO-LUMO gap, eV: 9.504
Relative energy (zero: lowest compared OMol25 entry of this formula, charge and spin), kcal per mole: 125.6
Lowest unoccupied orbital energy, eV: 0.825

***

C5H5NO in the gas phase, computed with wB97M-V/def2-TZVPD.

XYZ file:
```
12
Properties=species:S:1:pos:R:3:mulliken_charge:R:1
N -0.930 2.151 -0.696 -0.4891
C -0.790 1.028 -0.940 0.2509
C -0.491 -0.387 -0.826 -0.2113
C -0.864 -0.883 0.554 -0.5961
C 0.568 -0.582 0.238 -0.0081
C 1.292 0.728 0.490 -0.1562
O 1.982 1.183 -0.388 -0.4299
H -0.511 -1.019 -1.706 0.4091
H -1.450 -0.199 1.161 0.2575
H -1.157 -1.926 0.629 0.2694
H 1.240 -1.432 0.149 0.3350
H 1.124 1.276 1.432 0.3688
```

Summary:
HOMO-LUMO gap, eV: 10.915
Relative energy (zero: lowest compared OMol25 entry of this formula, charge and spin), kcal per mole: 44.0
Lowest unoccupied orbital energy, eV: 0.640
SMILES string: N#C[C@@H]1C[C@@H]1C=O

***

C5H5NO in the gas phase, computed with wB97M-V/def2-TZVPD.

XYZ file:
```
12
Properties=species:S:1:pos:R:3:mulliken_charge:R:1
C 2.481 -0.885 0.003 0.3408
C 1.656 -0.005 -0.009 -0.3759
C 0.631 1.038 -0.049 -0.0741
O 0.883 2.194 0.210 -0.4765
C -0.757 0.589 -0.443 0.0187
C -1.246 -0.734 -0.006 -0.3911
N -1.795 0.486 0.580 -0.5416
H 3.204 -1.669 0.027 0.3899
H -1.099 1.024 -1.381 0.3455
H -0.568 -1.333 0.601 0.2368
H -1.925 -1.297 -0.640 0.2596
H -1.415 0.654 1.509 0.2679
```

Summary:
HOMO-LUMO gap, eV: 9.827
Relative energy (zero: lowest compared OMol25 entry of this formula, charge and spin), kcal per mole: 78.4
Lowest unoccupied orbital energy, eV: -0.136
SMILES string: C#CC(=O)[C@H]1CN1

***

C5H5NO in the gas phase, computed with wB97M-V/def2-TZVPD.

XYZ file:
```
12
Properties=species:S:1:pos:R:3:mulliken_charge:R:1
N -0.154 -2.492 2.058 -0.4062
C -0.568 -1.492 1.646 0.1874
C -1.172 -0.326 1.067 -0.4924
C -0.801 0.161 -0.118 -0.0155
C 0.470 -0.142 -0.847 -0.4983
C 1.213 1.187 -0.906 0.0223
O 0.902 2.122 -0.209 -0.4480
H -1.978 0.139 1.625 0.3359
H -1.383 0.979 -0.533 0.3414
H 0.331 -0.548 -1.858 0.3058
H 1.093 -0.866 -0.302 0.3094
H 2.049 1.279 -1.623 0.3582
```

Summary:
HOMO-LUMO gap, eV: 10.795
Relative energy (zero: lowest compared OMol25 entry of this formula, charge and spin), kcal per mole: 29.9
Lowest unoccupied orbital energy, eV: 0.460
SMILES string: N#C/C=C\CC=O

***

C5H5NO in the gas phase, computed with wB97M-V/def2-TZVPD.

XYZ file:
```
12
Properties=species:S:1:pos:R:3:mulliken_charge:R:1
C 2.966 -0.450 -0.174 0.2603
C 1.873 -0.056 0.151 -0.4603
C 0.542 0.333 0.614 0.2595
O 0.281 0.451 1.797 -0.5350
C -0.514 0.518 -0.435 -0.0819
C -1.640 -0.458 -0.328 -0.4454
N -1.821 0.929 0.047 -0.6230
H 3.933 -0.799 -0.475 0.4040
H -0.214 0.887 -1.415 0.3848
H -1.564 -1.215 0.451 0.2359
H -2.144 -0.770 -1.239 0.2576
H -1.750 1.018 1.062 0.3434
```

Summary:
HOMO-LUMO gap, eV: 10.099
Relative energy (zero: lowest compared OMol25 entry of this formula, charge and spin), kcal per mole: 71.5
Lowest unoccupied orbital energy, eV: 0.030
SMILES string: C#CC(=O)[C@H]1CN1

***

C5H5NO in the gas phase, computed with wB97M-V/def2-TZVPD.

XYZ file:
```
12
Properties=species:S:1:pos:R:3:mulliken_charge:R:1
O 0.605 1.290 2.246 -0.4647
C 0.688 0.655 1.248 0.5319
C 1.686 -0.251 0.682 -0.4261
C 1.412 -0.922 -0.366 -0.2924
C -0.454 0.768 -0.003 0.3001
C -0.358 -0.505 -0.758 -0.7608
N -1.804 0.796 0.059 -0.5946
H 1.817 -1.668 -1.038 0.3964
H -0.053 1.632 -0.552 0.3217
H -0.842 -1.368 -0.299 0.3780
H -0.560 -0.425 -1.828 0.3297
H -2.135 -0.001 0.608 0.2807
```

Summary:
HOMO-LUMO gap (spin up / spin down), eV: 8.383 / 7.921
Relative energy (zero: lowest compared OMol25 entry of this formula, charge and spin), kcal per mole: 139.1
Lowest unoccupied orbital energy (spin up / spin down), eV: -0.777 / -1.329

***

C5H5NO in the gas phase, computed with wB97M-V/def2-TZVPD.

XYZ file:
```
12
Properties=species:S:1:pos:R:3:mulliken_charge:R:1
O 1.329 -2.347 -0.001 -0.4475
C 0.947 -1.225 0.210 -0.0132
C -0.250 -0.643 -0.497 -0.1586
C -1.166 0.224 0.396 -0.6333
C -0.598 1.211 -0.526 -0.2585
C 0.592 1.865 -0.052 0.3426
N 1.503 2.516 0.262 -0.4169
H 1.444 -0.552 0.937 0.3257
H -0.807 -1.362 -1.100 0.4513
H -0.854 0.228 1.444 0.3486
H -2.223 -0.004 0.271 0.2205
H 0.083 0.089 -1.343 0.2394
```

Summary:
HOMO-LUMO gap, eV: 9.223
Relative energy (zero: lowest compared OMol25 entry of this formula, charge and spin), kcal per mole: 100.2
Lowest unoccupied orbital energy, eV: -0.383

***

2 unconnected molecules or ions with the total composition C5H5NO, computed with wB97M-V/def2-TZVPD.

XYZ file:
```
12
Properties=species:S:1:pos:R:3:mulliken_charge:R:1
O -1.301 2.353 -0.203 -0.1731
C -1.662 1.280 -0.125 0.1452
C 0.160 -0.435 -1.251 -0.4763
C -0.124 -0.395 -2.419 0.1297
C -0.202 -0.350 1.281 -0.1438
C 0.707 -0.616 0.099 -0.5603
N 0.081 0.359 2.293 -0.6150
H -0.318 -0.441 -3.467 0.4197
H -1.161 -0.875 1.271 0.4762
H 1.625 -0.024 0.197 0.2875
H 0.994 -1.672 0.174 0.2647
H 0.982 0.830 2.166 0.2455
```

Summary:
HOMO-LUMO gap, eV: 10.793
Relative energy (zero: lowest compared OMol25 entry of this formula, charge and spin), kcal per mole: 67.3
Lowest unoccupied orbital energy, eV: 0.862

***

A molecular structure, C5H5NO, computed with wB97M-V/def2-TZVPD.

XYZ file:
```
12
Properties=species:S:1:pos:R:3:mulliken_charge:R:1
C -1.857 0.512 0.025 -0.0127
C -0.325 -0.744 0.061 0.5616
C 0.934 -1.225 0.003 -0.8598
C 0.980 0.988 -0.038 -0.8905
C -0.363 0.613 -0.036 0.2560
H -2.584 0.678 -0.823 0.2074
H -2.283 0.764 1.069 0.1538
H 1.375 -2.224 -0.051 0.3709
H 2.805 -0.172 -0.279 0.3180
H 1.301 1.960 -0.013 0.4333
N 1.719 -0.150 0.109 -0.0658
O -1.702 -1.000 -0.026 -0.4721
```

Summary:
HOMO-LUMO gap, eV: 8.844
Relative energy (zero: lowest compared OMol25 entry of this formula, charge and spin), kcal per mole: 84.2
Lowest unoccupied orbital energy, eV: 0.847

***

3 unconnected molecules or ions with the total composition C5H5NO, computed with wB97M-V/def2-TZVPD.

XYZ file:
```
12
Properties=species:S:1:pos:R:3:mulliken_charge:R:1
O 1.967 -0.286 1.408 -0.2480
C 0.857 -0.380 1.110 0.2721
C -0.455 -0.007 0.818 0.1418
C -1.033 1.155 0.038 -0.6011
C -0.569 -0.029 -0.734 -0.4957
C 0.589 0.185 -1.520 0.4732
N 1.494 0.281 -2.242 -0.4815
H 0.618 -2.170 0.158 0.0952
H -1.188 -0.668 1.271 0.2544
H -0.503 2.077 -0.092 0.3203
H -2.079 1.266 0.296 0.2463
H 0.120 -1.845 -0.511 0.0231
```

Summary:
HOMO-LUMO gap (spin up / spin down), eV: 7.243 / 7.245
Relative energy (zero: lowest compared OMol25 entry of this formula, charge and spin), kcal per mole: 144.3
Lowest unoccupied orbital energy (spin up / spin down), eV: -1.093 / -1.092

***

A molecular structure, C5H5NO, computed with wB97M-V/def2-TZVPD.

XYZ file:
```
12
Properties=species:S:1:pos:R:3:mulliken_charge:R:1
C -1.365 0.077 -0.030 0.3465
C -0.173 0.450 1.008 -0.1852
C -0.162 0.290 -1.021 -0.3068
C 0.590 -0.884 -0.591 -0.5200
C 0.659 -0.781 0.727 -0.5114
H -0.368 0.901 1.958 0.5208
H 1.239 1.450 -0.147 0.2750
H -0.185 0.521 -2.082 0.5007
H 0.971 -1.610 -1.251 0.4487
H 1.074 -1.438 1.480 0.3834
N 0.176 1.383 -0.092 -0.4557
O -2.458 -0.359 0.040 -0.4961
```

Summary:
HOMO-LUMO gap, eV: 10.668
Relative energy (zero: lowest compared OMol25 entry of this formula, charge and spin), kcal per mole: 61.4
Lowest unoccupied orbital energy, eV: 1.042

***

2 unconnected molecules or ions with the total composition C5H5NO2, computed with wB97M-V/def2-TZVPD.

XYZ file:
```
13
Properties=species:S:1:pos:R:3:mulliken_charge:R:1
C 2.557 2.548 0.073 -0.5463
C 1.561 1.727 0.351 -0.3276
C 0.803 0.783 0.004 0.8633
O 0.056 -0.102 -0.097 -0.4986
H 3.058 3.077 0.806 0.3019
H 2.942 2.588 -1.042 0.1859
C -3.103 -0.955 0.422 -0.6162
N -2.770 0.470 0.231 -0.3609
C -1.972 1.309 -0.078 0.6935
O -1.303 2.243 -0.309 -0.5224
H -4.070 -0.744 0.881 0.3008
H -3.270 -1.491 -0.491 0.2757
H -2.433 -1.527 1.100 0.2508
```

Summary:
HOMO-LUMO gap, eV: 8.437
Relative energy (zero: lowest compared OMol25 entry of this formula, charge and spin), kcal per mole: 84.2
Lowest unoccupied orbital energy, eV: -0.493
SMILES string: C=C=C=O.CN=C=O

***

A molecular structure, C5H5NO2, computed with wB97M-V/def2-TZVPD.

XYZ file:
```
13
Properties=species:S:1:pos:R:3:mulliken_charge:R:1
C -2.932 -0.097 -0.026 -0.6353
C -1.707 0.266 -0.031 -0.0193
C 0.471 -0.304 0.007 0.6453
C 2.346 0.757 0.053 -0.5494
C 2.506 -0.537 -0.006 -0.0659
H -3.151 -1.125 0.007 0.2857
H -3.882 0.523 -0.150 0.2204
H -1.343 1.242 -0.026 0.3888
H 2.984 1.539 -0.122 0.4138
H 3.341 -1.164 0.030 0.4284
N 0.834 0.931 0.104 -0.4344
O -0.814 -0.779 0.218 -0.3599
O 1.347 -1.251 -0.057 -0.3181
```

Summary:
HOMO-LUMO gap, eV: 10.199
Relative energy (zero: lowest compared OMol25 entry of this formula, charge and spin), kcal per mole: 62.9
Lowest unoccupied orbital energy, eV: 0.973

***

C5H5NO2 in the gas phase, computed with wB97M-V/def2-TZVPD.

XYZ file:
```
13
Properties=species:S:1:pos:R:3:mulliken_charge:R:1
C 0.864 -0.304 2.000 -0.9554
C 0.886 0.682 0.858 0.5140
O 1.469 1.713 0.944 -0.4950
C 0.051 0.274 -0.308 0.4343
N -0.071 -0.948 -0.788 -0.4426
C -0.962 -0.766 -1.848 -0.2169
C -1.265 0.586 -1.875 -0.0056
O -0.610 1.259 -1.041 -0.2283
H 1.285 -1.434 1.792 0.2834
H 1.679 -0.053 2.940 0.2690
H -0.094 -0.419 2.570 0.2960
H -1.429 -1.758 -2.517 0.2461
H -1.804 1.169 -2.727 0.3010
```

Summary:
HOMO-LUMO gap, eV: 9.694
Relative energy (zero: lowest compared OMol25 entry of this formula, charge and spin), kcal per mole: 67.1
Lowest unoccupied orbital energy, eV: 0.173
SMILES string: CC(=O)c1ncco1

***

C5H5NO2 in the gas phase, computed with wB97M-V/def2-TZVPD.

XYZ file:
```
13
Properties=species:S:1:pos:R:3:mulliken_charge:R:1
C -2.105 -0.760 -1.219 0.1378
C -1.004 -0.521 -0.863 -1.2957
C 0.259 -0.083 -0.064 1.4984
C 1.426 -0.714 -0.549 -1.3352
O 0.053 -0.194 1.322 -0.3304
C -0.211 1.040 1.712 -0.0737
N -0.195 1.924 0.792 -0.3241
O 0.362 1.370 -0.260 -0.1891
H -3.134 -0.784 -1.516 0.4390
H 1.505 -1.839 -0.331 0.2862
H 2.255 -0.223 -0.162 0.4004
H 1.290 -0.494 -1.583 0.3748
H -0.501 1.279 2.722 0.4116
```

Summary:
HOMO-LUMO gap, eV: 10.146
Relative energy (zero: lowest compared OMol25 entry of this formula, charge and spin), kcal per mole: 115.9
Lowest unoccupied orbital energy, eV: 0.959
SMILES string: C#C[C@]1(C)OC=NO1

***

C5H5NO2 in the gas phase, computed with wB97M-V/def2-TZVPD.

XYZ file:
```
13
Properties=species:S:1:pos:R:3:mulliken_charge:R:1
O 1.744 1.537 0.512 -0.5165
C 0.736 1.188 -0.088 0.6399
C 0.208 1.594 -1.455 -0.3036
N -0.623 0.859 -2.020 -0.4716
C -0.774 -0.284 -1.003 -0.5104
C -0.074 -0.063 0.090 0.3533
C 0.004 -0.719 1.399 -0.3344
O -0.661 -1.982 1.279 -0.5356
H 0.504 2.453 -2.078 0.4093
H -1.466 -1.122 -1.209 0.3969
H 1.099 -0.793 1.786 0.2410
H -0.484 -0.188 2.167 0.3158
H -0.213 -2.479 0.619 0.3160
```

Summary:
HOMO-LUMO gap, eV: 8.802
Relative energy (zero: lowest compared OMol25 entry of this formula, charge and spin), kcal per mole: 62.7
Lowest unoccupied orbital energy, eV: -1.272
SMILES string: O=C1C=NC=C1CO

***

A molecular structure, C5H5NO2, computed with wB97M-V/def2-TZVPD.

XYZ file:
```
13
Properties=species:S:1:pos:R:3:mulliken_charge:R:1
C 0.430 -1.018 -0.258 -0.3375
C -0.750 -0.557 0.053 0.0778
C -1.538 -0.319 1.244 -0.2929
C -0.779 0.835 -0.064 1.0856
C 0.318 1.152 -0.661 -1.4504
H 3.052 -0.149 -1.310 0.3694
H 0.832 -1.995 0.252 0.2456
H -2.553 -0.814 1.390 0.2076
H -1.112 -0.076 2.274 0.2096
H 0.820 1.940 -1.001 0.5840
N 1.108 0.071 -0.801 0.2127
O 2.073 -0.105 -1.790 -0.4388
O -1.901 1.035 0.671 -0.4727
```

Summary:
HOMO-LUMO gap, eV: 8.820
Relative energy (zero: lowest compared OMol25 entry of this formula, charge and spin), kcal per mole: 167.2
Lowest unoccupied orbital energy, eV: 0.508

***

C5H5NO2 in the gas phase, computed with wB97M-V/def2-TZVPD.

XYZ file:
```
13
Properties=species:S:1:pos:R:3:mulliken_charge:R:1
C -1.037 -1.612 0.808 0.6248
C -2.123 -2.174 1.359 -0.3577
C -0.015 0.606 1.291 0.3889
C 0.730 1.231 0.123 -0.5074
C 0.371 -0.147 -0.646 -0.6131
N -0.449 -0.464 0.525 0.0265
O -0.265 0.882 2.429 -0.6063
O -1.281 -2.602 0.006 -0.4215
H -2.366 -2.990 2.056 0.2450
H 0.073 1.888 -0.328 0.2864
H 1.823 1.492 0.344 0.2798
H -0.275 -0.183 -1.534 0.3626
H 1.326 -0.664 -0.541 0.2918
```

Summary:
HOMO-LUMO gap (spin up / spin down), eV: 6.496 / 8.557
Relative energy (zero: lowest compared OMol25 entry of this formula, charge and spin), kcal per mole: 51.7
Lowest unoccupied orbital energy (spin up / spin down), eV: 0.728 / -1.436
Spin multiplicity: 3